Formula: C22H43MoN2P3S
Source: the Open Molecules 2025 dataset
Level of theory: ωB97M-V/def2-TZVPD

Geometry (Å):
Mo: -0.876 -1.145 0.277
P: 1.266 -2.199 0.729
P: 0.923 0.448 -1.724
P: -1.901 -1.237 2.356
H: -0.984 -0.528 -3.954
C: -1.856 -0.865 -3.352
C: -2.568 -0.063 -2.576
H: -2.271 0.974 -2.379
C: 1.540 -3.726 -0.254
C: 2.890 -1.389 0.571
C: 1.354 -2.729 2.425
C: 0.494 1.743 -2.976
C: 2.276 1.554 -1.027
C: 1.999 -0.544 -2.838
C: -3.502 -0.336 2.126
C: -1.141 -0.387 3.822
C: -2.322 -2.882 2.956
H: -1.911 -1.970 -3.192
H: -3.513 -0.364 -2.075
H: 2.477 -4.182 0.099
H: 1.628 -3.525 -1.332
H: 0.695 -4.412 -0.118
H: 3.585 -2.110 1.016
H: 2.922 -0.469 1.157
H: 3.182 -1.196 -0.464
H: 2.296 -3.281 2.489
H: 0.511 -3.372 2.679
H: 1.399 -1.873 3.100
H: 1.397 1.994 -3.559
H: 0.154 2.663 -2.475
H: -0.287 1.360 -3.630
H: 2.836 2.034 -1.849
H: 2.974 0.985 -0.394
H: 1.790 2.338 -0.423
H: 2.418 0.115 -3.607
H: 1.375 -1.309 -3.303
H: 2.809 -1.024 -2.287
H: -4.237 -0.891 2.725
H: -3.895 -0.257 1.091
H: -3.353 0.683 2.517
H: -1.876 -0.576 4.625
H: -0.992 0.700 3.669
H: -0.170 -0.866 4.051
H: -3.424 -3.059 2.806
H: -2.095 -2.991 4.010
H: -1.803 -3.653 2.375
C: -3.926 -3.433 -1.361
C: -3.774 -4.832 -1.376
C: -4.755 -5.630 -2.030
C: -5.844 -5.047 -2.706
C: -5.874 -3.657 -2.804
C: -4.916 -2.849 -2.146
S: -2.858 -2.268 -0.271
H: 0.351 -1.763 -0.738
H: -2.933 -5.294 -0.851
H: -4.751 -6.721 -2.029
H: -6.579 -5.676 -3.206
H: -6.683 -3.187 -3.371
H: -5.014 -1.764 -2.205
N: 0.660 4.822 2.244
C: 0.287 3.575 1.787
C: -0.700 3.444 0.798
C: -1.084 2.181 0.378
N: -0.484 1.059 0.881
C: 0.565 1.206 1.737
C: 0.899 2.426 2.270
H: 0.262 5.642 1.901
H: 1.370 4.878 2.962
H: -1.187 4.308 0.380
H: -1.890 2.031 -0.351
H: 1.124 0.299 2.013
H: 1.668 2.481 3.028

LUMO energy (alpha / beta) in eV: -14.50 / -15.42
HOMO level (alpha / beta) in eV: -19.4 / -19.4
ΔE to the lowest compared entry with this formula, charge and spin in kcal per mole: 27.19
Net charge: +4
F_max in eV/Å: 6.09
Multiplicity: 3